48
Properties=species:S:1:pos:R:3:lowdin_charge:R:1 method="wB97M-V/def2-TZVPD" spin_multiplicity=1 e_tot_ev=-33280.1371 charge=0 e_above_lowest_kcal_mol=110.62
H 0.19 2.75 0.03 -0.04
H -2.14 -2.18 0.86 0.02
O -2.34 1.68 -0.72 -0.06
H -4.27 -1.00 1.66 0.05
O 2.10 -1.73 1.14 -0.04
H -0.56 -0.62 0.30 -0.01
H 2.55 -2.40 1.69 0.09
H -1.63 1.22 -0.25 -0.02
H 3.04 1.37 0.90 0.07
H 2.52 -0.90 1.02 -0.01
O 2.48 0.80 0.41 -0.04
H -1.37 -1.10 -2.16 0.00
O -0.71 -1.29 -2.85 -0.07
H 2.73 -1.10 -2.17 -0.01
O 0.88 -1.95 3.66 -0.07
H 0.30 1.44 3.02 0.09
H 1.73 -2.28 -0.57 0.00
O 0.76 0.69 2.60 -0.05
O 2.84 -0.26 -2.58 -0.02
O -2.04 1.20 2.26 0.00
H 1.47 -3.30 -1.62 0.12
H 2.83 -0.50 -3.48 0.03
H 0.05 -1.72 -2.44 -0.02
H 1.59 0.67 3.06 0.06
H -2.76 0.15 -1.49 0.01
H -1.10 0.98 2.24 0.01
O -3.09 -0.77 -1.56 -0.06
H -3.27 -0.93 -0.65 -0.04
O -0.24 0.15 -0.11 -0.02
O -1.21 -2.29 0.75 -0.02
H -2.05 2.11 2.39 0.03
H 0.67 -1.49 2.83 -0.01
H 0.40 -0.17 -0.75 0.05
H 1.94 1.63 -0.94 -0.01
H -1.94 2.41 -1.22 0.08
H -3.11 0.03 1.39 0.02
O -0.02 3.39 0.69 -0.05
H 1.70 0.62 1.01 0.04
H -0.97 3.60 0.58 0.05
H 0.98 -1.17 4.23 0.03
H 0.40 0.14 -3.43 -0.01
H -1.22 -2.79 -0.07 0.06
O 0.31 1.09 -3.64 -0.08
H 0.56 1.51 -2.83 -0.06
O -3.64 -0.71 1.04 -0.03
O 1.44 2.26 -1.48 -0.06
H 1.90 3.09 -1.32 0.08
O 1.31 -2.33 -1.42 -0.06

=====

21
Properties=species:S:1:pos:R:3:lowdin_charge:R:1 method="wB97M-V/def2-TZVPD" spin_multiplicity=1 e_tot_ev=-13682.7563 charge=+1 e_above_lowest_kcal_mol=21.63
H 1.95 2.16 0.28 0.07
H 1.12 -0.64 -1.79 0.19
C -1.67 0.57 -0.11 -0.43
H -2.34 -0.70 1.44 0.17
H 0.60 -0.89 1.72 0.13
F -1.42 0.66 -1.46 0.07
C -1.47 -1.76 -0.28 -0.08
H 0.26 0.69 -1.71 0.10
C 0.62 -0.93 0.67 -0.02
H -2.55 2.03 0.83 0.15
C 1.05 0.24 0.19 -0.28
H 1.84 0.87 -1.66 0.17
C -0.19 -1.95 -0.05 -0.10
N 1.07 0.30 -1.32 0.25
H 0.26 -2.97 -0.46 0.16
C -1.98 -0.57 0.40 -0.04
O -1.70 1.79 0.43 0.12
H 1.60 1.45 1.89 0.13
H 3.10 0.97 0.93 0.14
C 1.95 1.23 0.82 -0.04
H -2.12 -2.54 -0.76 0.14

=====

23
Properties=species:S:1:pos:R:3:lowdin_charge:R:1 method="wB97M-V/def2-TZVPD" spin_multiplicity=1 e_tot_ev=-9880.8380 charge=+2 e_above_lowest_kcal_mol=62.76
H 1.64 -0.96 0.12 0.13
C 0.59 -0.90 -0.18 -0.08
H 0.94 -0.59 -3.18 0.20
H 0.31 -1.98 -0.29 0.16
H -0.38 0.48 -3.30 0.21
H 1.50 2.13 -2.07 0.11
H -0.57 0.84 -0.94 0.14
C 1.51 1.27 -1.38 -0.03
H 0.37 0.91 2.71 0.11
H 2.42 0.77 -1.59 0.08
H -0.60 -1.15 -2.78 0.17
C 0.01 -0.37 1.07 -0.32
C -1.34 -0.59 1.22 -0.09
N -2.01 -0.36 2.50 0.17
N 0.03 -0.32 -2.68 0.19
H -1.71 -1.14 3.14 0.20
H 1.49 1.72 -0.36 0.10
H -2.09 0.60 2.88 0.19
C 0.33 0.28 -1.23 -0.25
H 1.70 0.76 1.67 0.11
N 0.78 0.47 1.90 0.17
H -2.98 -0.69 2.15 0.22
H -1.94 -1.18 0.62 0.10

=====

27
Properties=species:S:1:pos:R:3:lowdin_charge:R:1 method="wB97M-V/def2-TZVPD" spin_multiplicity=1 e_tot_ev=-23492.1899 charge=-1 e_above_lowest_kcal_mol=26.53
O -4.34 1.48 -31.50 0.07
H -2.53 1.51 -31.70 0.16
F -1.37 -0.51 -27.84 -0.72
H -0.11 -3.74 -27.91 0.09
H -3.82 1.84 -28.78 0.15
C -1.91 -3.91 -24.33 -0.67
H -1.95 2.09 -29.34 0.10
C -1.11 -3.82 -27.54 0.00
O -4.49 -0.73 -31.19 0.07
H -2.32 -1.55 -25.71 0.12
H -3.21 3.18 -29.97 0.03
H -0.27 -2.38 -26.11 0.15
O -2.91 -3.34 -24.73 0.16
C -3.27 -0.32 -30.63 -0.09
O -6.06 0.31 -32.34 0.09
C -3.17 1.26 -30.82 -0.32
O -1.82 -4.61 -23.32 0.08
C -3.03 2.23 -29.62 -0.01
H -3.36 -0.37 -29.59 0.08
C -2.57 -2.59 -25.88 -0.06
H -1.74 -3.45 -28.24 0.03
H -3.17 -2.76 -26.78 0.14
H -1.55 -4.70 -27.49 0.03
H -2.41 -1.00 -31.01 0.16
O -0.83 -3.86 -25.13 0.08
C -1.14 -3.04 -26.19 -0.33
C -5.03 0.40 -31.68 -0.60

=====

17
Properties=species:S:1:pos:R:3:lowdin_charge:R:1 method="wB97M-V/def2-TZVPD" spin_multiplicity=1 e_tot_ev=-8324.5516 charge=0 e_above_lowest_kcal_mol=64.14
H -0.59 -2.62 -0.27 0.10
H -1.00 -0.95 1.94 0.16
H 1.24 -0.44 -1.10 0.11
H -1.76 2.16 -0.15 0.06
C -0.57 -0.61 0.90 -0.23
H 3.58 0.00 -0.58 0.04
C -0.83 1.68 -0.42 -0.05
C 1.72 -0.20 -0.15 -0.29
H -0.50 1.32 1.81 0.12
C -0.32 0.89 0.82 -0.28
H -0.11 2.49 -0.84 0.10
H -2.06 -1.63 -0.23 0.04
H -0.67 -1.37 -1.32 0.05
H -0.84 0.86 -1.19 0.07
C -1.02 -1.55 -0.30 -0.07
N 2.92 0.01 0.19 0.12
N 0.81 -0.04 0.90 -0.04

=====

65
Properties=species:S:1:pos:R:3:lowdin_charge:R:1 method="wB97M-V/def2-TZVPD" spin_multiplicity=2 s_squared=0.76 e_tot_ev=-50349.1862 charge=+2
H -1.21 21.94 -7.29 0.11
H -6.65 21.36 -7.33 0.12
C -5.11 17.14 -10.22 -0.09
H -0.53 20.68 -5.31 0.06
H -2.69 18.25 -5.40 0.08
H -2.45 19.78 -7.97 0.07
C 2.18 18.15 -0.32 0.03
P -4.99 18.24 -7.76 0.65
O -1.72 24.27 -8.37 0.09
O 2.71 14.86 1.13 0.07
H -3.69 19.83 -10.27 0.07
N -5.36 19.76 -7.11 -0.10
N -3.33 17.91 -7.47 -0.28
H -3.44 20.15 -6.21 0.06
O 3.45 16.73 1.84 0.11
N -2.44 24.40 -7.38 -0.34
O -5.92 17.16 -7.26 -0.22
C -0.96 21.66 -5.22 -0.10
N 2.42 19.98 -5.60 0.31
H 0.46 16.10 -3.13 0.09
Rb 2.10 16.15 -6.16 0.90
C -6.69 20.29 -7.12 -0.02
C 0.92 16.62 -2.30 -0.05
H -0.74 21.58 -3.13 0.10
H 2.32 20.28 -4.64 0.14
H -4.79 20.90 -5.47 0.13
H -1.33 18.44 -7.81 0.08
N -5.10 18.42 -9.48 -0.29
C -1.10 22.21 -3.94 -0.05
H -4.97 19.31 -11.38 0.10
H -4.15 17.00 -10.72 0.09
H -7.32 20.11 -6.24 0.14
H -2.32 18.45 -9.17 0.09
C -2.10 23.63 -6.14 -0.12
C -2.28 24.11 -4.84 0.00
H -5.43 20.34 -10.10 0.08
N 2.81 16.08 1.06 -0.33
O -3.45 25.08 -7.28 0.09
C -2.35 18.71 -8.11 -0.13
C 2.11 16.73 -0.17 -0.09
C -1.87 23.36 -3.74 -0.05
C 1.62 18.73 -1.46 -0.10
H -3.71 16.83 -5.71 0.09
H -2.01 16.86 -6.24 0.08
H 1.58 14.92 -1.08 0.12
H 0.61 18.48 -3.29 0.07
H -0.53 18.09 -5.91 -0.12
H -7.27 19.79 -7.89 0.11
H 2.62 20.75 -6.22 0.15
C -1.44 22.37 -6.32 -0.03
C 1.01 17.99 -2.41 -0.13
C 1.56 15.99 -1.18 0.00
H 1.73 19.80 -1.58 0.10
C -2.92 17.46 -6.12 -0.08
C -4.39 20.64 -6.45 -0.01
C -4.73 19.53 -10.34 -0.10
H -4.30 21.60 -6.95 0.12
H -2.05 23.76 -2.75 0.12
O 0.33 18.47 -5.64 -0.54
H 3.15 19.30 -5.75 0.13
H -2.83 25.03 -4.71 0.13
H 1.49 19.60 -5.73 0.00
H 2.56 18.77 0.48 0.12
H -5.21 16.30 -9.53 0.08
H -5.94 17.09 -10.92 0.10